# 1
# C25H28FN3O4S

C25H28FN3O4S in the gas phase at a distorted geometry (the ωB97M-V functional and the def2-TZVPD basis, the Open Molecules 2025 dataset).

- M: 485.58 u
- ΔE to the lowest compared entry with this formula, charge and spin: 0.00 kcal/mol
- HOMO: -7.47 eV
- DFT total energy: -1932.75362 Eh
- SMILES string: Cc1cccc(N2CCN(C(=O)CS(=O)(=O)Cc3nc(-c4ccccc4F)oc3C)C[C@H]2C)c1

The geometry in ORCA input format:
```
! RIJCOSX wB97M-V def2-TZVPD def2/J DEFGRID3
* xyz 0 1
C -5.32 -0.58 0.42
C -4.67 0.66 -0.11
C -3.29 0.74 -0.15
C -2.63 1.87 -0.64
C -3.43 2.93 -1.12
C -4.81 2.85 -1.07
C -5.43 1.72 -0.57
H -6.51 1.67 -0.54
H -5.40 3.67 -1.44
H -2.97 3.80 -1.55
N -1.25 1.96 -0.74
C -0.43 0.79 -0.54
H -0.97 -0.10 -0.85
C 0.01 0.68 0.93
N 0.74 1.87 1.28
C 2.04 2.00 1.63
O 2.53 3.08 1.89
C 2.89 0.75 1.67
H 2.36 -0.18 1.88
H 3.71 0.90 2.36
S 3.67 0.59 0.03
O 2.72 0.96 -0.99
O 4.93 1.27 0.02
C 3.99 -1.22 -0.16
C 2.71 -1.82 -0.57
C 2.25 -2.09 -1.83
O 0.97 -2.52 -1.71
C 0.70 -2.48 -0.39
N 1.71 -2.06 0.32
C -0.62 -2.82 0.08
C -0.96 -2.75 1.44
C -2.23 -3.07 1.88
C -3.20 -3.46 0.97
C -2.89 -3.54 -0.38
C -1.62 -3.22 -0.82
H -1.37 -3.27 -1.87
H -3.64 -3.84 -1.09
H -4.19 -3.72 1.32
H -2.45 -3.00 2.94
F -0.05 -2.37 2.34
C 2.87 -1.97 -3.17
H 3.82 -2.50 -3.21
H 3.06 -0.91 -3.38
H 2.20 -2.37 -3.92
H 4.76 -1.32 -0.91
H 4.33 -1.57 0.81
C -0.06 3.06 1.10
H 0.55 3.93 1.36
C -0.57 3.19 -0.35
C 0.56 3.54 -1.31
H 0.19 3.53 -2.34
H 1.39 2.84 -1.23
H 0.94 4.53 -1.08
H -1.30 4.00 -0.36
H -0.93 3.01 1.78
H 0.61 -0.22 1.07
H -0.87 0.61 1.58
H 0.47 0.89 -1.15
H -2.73 -0.10 0.23
H -5.31 -1.37 -0.34
H -6.36 -0.39 0.70
H -4.79 -0.96 1.29
*
```

# 2
# C25H28FeN5O2

A molecular structure, C25H28FeN5O2 at a distorted geometry (the ωB97M-V functional and the def2-TZVPD basis, the Open Molecules 2025 dataset).

- M: 486.38 u
- HOMO (spin up / spin down): -2.97 / -3.12 eV
- Expectation value of S²: 6.045
- DFT total energy: -2657.36309 Eh

The geometry in ORCA input format:
```
! RIJCOSX wB97M-V def2-TZVPD def2/J DEFGRID3
* xyz -1 5
Fe 8.33 9.01 9.69
C 6.47 6.16 7.13
C 6.93 6.77 8.40
O 7.79 7.73 8.29
C 6.48 6.17 9.64
C 7.10 6.47 10.89
C 6.76 5.52 12.01
N 8.01 7.48 11.00
N 8.71 7.70 12.14
C 9.63 8.63 12.00
O 9.99 9.20 10.92
C 10.36 8.99 13.30
C 10.07 8.25 14.49
C 10.71 8.55 15.71
C 11.64 9.62 15.71
C 12.04 10.19 14.50
C 11.43 9.92 13.32
H 6.19 7.03 6.49
H 7.30 5.62 6.69
H 5.63 5.46 7.17
H 5.80 5.36 9.73
H 5.70 5.44 12.25
H 7.08 4.49 11.73
H 7.34 5.93 12.86
H 9.20 7.56 14.40
H 10.52 8.08 16.62
H 11.97 10.00 16.72
H 12.81 10.98 14.44
H 11.76 10.35 12.39
C 4.75 10.35 13.11
N 5.46 11.11 12.05
C 4.93 12.41 11.62
C 6.13 10.34 11.24
N 6.79 9.86 10.36
H 5.25 9.43 13.31
H 3.74 10.21 12.72
H 4.76 11.03 13.99
H 4.51 12.41 10.60
H 5.81 13.06 11.65
H 4.34 12.87 12.36
C 12.07 12.64 7.56
C 12.15 11.25 7.84
C 11.00 10.54 8.08
C 9.69 11.14 8.06
C 8.47 10.53 8.34
C 7.33 11.10 7.76
C 7.27 12.41 7.23
C 8.41 13.16 7.23
C 9.63 12.54 7.62
C 10.83 13.23 7.54
H 12.97 13.23 7.31
H 13.06 10.73 7.90
H 11.07 9.47 8.27
H 6.42 10.46 7.72
H 6.35 12.89 6.95
H 8.42 14.19 6.90
H 10.77 14.35 7.47
N 5.98 8.93 5.24
H 6.91 9.25 5.61
H 6.32 8.22 4.56
H 5.61 9.68 4.64
*
```

# 3
# C25H28IO10PtSSb

A molecular structure, C25H28IO10PtSSb (the ωB97M-V functional and the def2-TZVPD basis, the Open Molecules 2025 dataset).

- M: 964.30 u
- ΔE to the lowest compared entry with this formula, charge and spin: 21.70 kcal/mol
- HOMO: -9.02 eV
- DFT total energy: -2777.26588 Eh

The geometry in ORCA input format:
```
! RIJCOSX wB97M-V def2-TZVPD def2/J DEFGRID3
* xyz 0 1
Pt -1.02 1.62 0.25
O -1.17 4.89 -1.58
C -1.08 3.70 -1.71
O -1.84 2.85 -1.03
C -0.24 3.12 -2.85
C -1.17 2.34 -3.82
C -0.57 2.37 -5.23
C 0.63 1.41 -5.06
C 0.45 0.96 -3.60
O -0.97 0.97 -3.43
C 0.89 2.07 -2.63
C 1.13 1.51 -1.24
O 1.72 0.41 -1.19
O 0.86 2.23 -0.20
H 0.17 4.00 -3.35
H -2.22 2.59 -3.74
H -0.28 3.38 -5.53
H -1.29 1.99 -5.95
H 1.60 1.89 -5.22
H 0.56 0.56 -5.73
H 0.84 -0.02 -3.36
H 1.85 2.49 -2.92
C 3.00 -2.18 -1.08
Sb 1.53 -1.43 0.22
C 0.93 -3.05 1.44
C 2.47 -0.14 1.59
H 3.63 -2.87 -0.52
H 3.57 -1.35 -1.47
H 2.50 -2.72 -1.88
H 1.38 -2.94 2.42
H 1.24 -3.98 0.97
H -0.15 -3.02 1.53
H 3.29 -0.72 2.03
H 1.76 0.15 2.36
H 2.85 0.72 1.06
C 2.43 0.97 7.60
C 1.52 0.77 6.42
C 0.95 -0.47 6.16
C 0.09 -0.65 5.08
C -0.19 0.43 4.25
C 0.37 1.68 4.49
C 1.22 1.84 5.57
S -1.23 0.21 2.85
O -2.15 1.32 2.76
O -1.76 -1.12 2.89
O -0.24 0.38 1.69
H 2.72 0.02 8.04
H 1.92 1.55 8.38
H 3.33 1.52 7.32
H 1.17 -1.31 6.81
H -0.36 -1.61 4.87
H 0.13 2.51 3.84
H 1.66 2.81 5.77
I -6.28 -2.53 -4.14
C -4.40 -2.50 -3.24
C -3.57 -3.60 -3.35
C -2.32 -3.58 -2.75
C -1.90 -2.45 -2.04
C -2.75 -1.36 -1.94
C -4.00 -1.37 -2.53
C -0.56 -2.50 -1.41
O 0.14 -3.50 -1.40
O -0.15 -1.36 -0.87
H -3.89 -4.48 -3.90
H -1.66 -4.43 -2.82
H -2.44 -0.46 -1.42
H -4.65 -0.51 -2.45
*
```

# 4
# C25H28KN3O2P

A molecular structure, C25H28KN3O2P (the ωB97M-V functional and the def2-TZVPD basis, the Open Molecules 2025 dataset).

- M: 472.59 u
- ΔE to the lowest compared entry with this formula, charge and spin: 0.21 kcal/mol
- HOMO: -11.06 eV
- DFT total energy: -2225.33914 Eh

The geometry in ORCA input format:
```
! RIJCOSX wB97M-V def2-TZVPD def2/J DEFGRID3
* xyz 1 1
K -1.56 -0.78 2.62
O -3.04 -2.67 1.17
N -1.91 -3.51 1.03
C -1.04 -2.96 0.29
C 0.25 -3.63 0.03
C 0.27 -4.94 -0.44
C 1.48 -5.56 -0.70
C 2.66 -4.88 -0.49
C 2.65 -3.57 -0.02
C 1.44 -2.93 0.24
P 1.34 -1.26 1.00
C 3.09 -0.82 1.24
C 3.67 -1.13 2.47
C 5.01 -0.86 2.71
C 5.77 -0.26 1.73
C 5.21 0.08 0.51
C 3.87 -0.20 0.26
C 0.86 -0.20 -0.41
C 0.90 -0.61 -1.74
C 0.56 0.27 -2.76
C 0.19 1.57 -2.46
C 0.15 1.99 -1.13
C 0.46 1.10 -0.12
H -3.70 -3.25 1.55
H -1.24 -1.99 -0.17
H -0.67 -5.46 -0.61
H 1.50 -6.58 -1.06
H 3.61 -5.36 -0.69
H 3.58 -3.05 0.16
H 3.07 -1.60 3.24
H 5.45 -1.12 3.67
H 6.82 -0.04 1.92
H 5.80 0.55 -0.26
H 3.44 0.06 -0.70
H 1.21 -1.62 -1.99
H 0.60 -0.06 -3.79
H -0.05 2.27 -3.25
H -0.14 3.01 -0.89
H 0.39 1.42 0.92
C -3.10 0.27 -0.93
N -3.20 1.68 -0.61
C -3.44 2.60 -1.71
C -3.88 3.94 -1.17
C -2.86 4.44 -0.17
N -2.61 3.42 0.84
C -2.02 3.86 2.09
C -2.73 2.09 0.60
O -2.43 1.25 1.48
H -3.73 0.07 -1.80
H -3.46 -0.35 -0.11
H -2.07 -0.02 -1.18
H -4.21 2.16 -2.34
H -2.54 2.70 -2.32
H -4.86 3.84 -0.68
H -3.99 4.66 -1.98
H -3.22 5.33 0.34
H -1.93 4.71 -0.68
H -2.44 4.83 2.36
H -0.93 3.96 2.01
H -2.25 3.15 2.88
*
```

# 5
# C25H28N10O2Tl

A molecular structure, C25H28N10O2Tl at a distorted geometry (the ωB97M-V functional and the def2-TZVPD basis, the Open Molecules 2025 dataset).

- M: 704.95 u
- ΔE to the lowest compared entry with this formula, charge and spin: 0.00 kcal/mol
- HOMO: -11.12 eV
- DFT total energy: -1839.80127 Eh

The geometry in ORCA input format:
```
! RIJCOSX wB97M-V def2-TZVPD def2/J DEFGRID3
* xyz 1 1
Tl -0.34 -1.58 -2.09
C -0.76 -4.02 3.63
N -1.28 -3.52 2.34
C -0.63 -3.21 1.22
N -1.50 -2.94 0.24
C -2.70 -3.14 0.86
N -2.61 -3.48 2.13
C 0.72 -3.94 3.76
C 1.50 -5.10 3.79
C 2.90 -5.01 3.84
C 3.51 -3.76 3.72
C 2.72 -2.59 3.73
C 1.37 -2.71 3.75
C 3.38 -1.28 3.63
N 4.63 -0.98 3.64
N 4.73 0.37 3.24
C 3.53 0.77 3.07
O 2.62 -0.18 3.27
C 3.05 2.09 2.65
C 3.95 3.13 2.44
C 3.54 4.32 1.86
C 2.27 4.42 1.37
C 1.35 3.42 1.59
C -0.04 3.55 1.05
N -0.59 2.23 0.70
C -0.35 1.50 -0.39
N -0.94 0.34 -0.27
C -1.47 0.36 1.00
N -1.26 1.50 1.62
C 1.75 2.25 2.25
H -1.08 -5.06 3.71
H -1.19 -3.43 4.44
H 0.46 -3.22 1.12
H -3.69 -3.06 0.39
H 1.04 -6.06 3.94
H 3.59 -5.85 3.94
H 4.57 -3.68 3.87
H 0.83 -1.78 3.67
H 4.97 3.04 2.83
H 4.23 5.13 1.72
H 1.95 5.34 0.86
H 0.01 4.23 0.22
H -0.73 3.96 1.79
H 0.24 1.90 -1.20
H -2.00 -0.53 1.42
H 1.04 1.43 2.33
C -3.51 -0.32 -3.24
N -3.16 0.69 -4.25
C -4.26 1.15 -5.12
C -1.84 0.82 -4.52
O -1.01 0.10 -3.88
N -1.42 1.69 -5.44
C -2.06 2.91 -5.83
C 0.01 1.50 -5.82
H -4.54 -0.10 -2.97
H -2.84 -0.25 -2.36
H -3.40 -1.34 -3.60
H -5.09 0.45 -5.07
H -3.97 1.23 -6.20
H -4.57 2.16 -4.77
H -2.67 3.30 -5.05
H -2.67 2.77 -6.75
H -1.29 3.65 -6.09
H 0.17 0.52 -6.25
H 0.64 1.68 -4.93
H 0.21 2.21 -6.57
*
```

# 6
# C25H28N2O6

C25H28N2O6 in the gas phase (the ωB97M-V functional and the def2-TZVPD basis, the Open Molecules 2025 dataset).

- M: 452.51 u
- ΔE to the lowest compared entry with this formula, charge and spin: 49.40 kcal/mol
- HOMO: -8.15 eV
- DFT total energy: -1530.40956 Eh
- SMILES string: COc1cc(C(=O)N(Cc2cc3ccccc3[nH]c2=O)C[C@@H]2CCCO2)cc(OC)c1OC

The geometry in ORCA input format:
```
! RIJCOSX wB97M-V def2-TZVPD def2/J DEFGRID3
* xyz 0 1
C -3.60 -0.75 2.67
H -4.67 -0.79 2.89
H -3.31 -1.66 2.14
O -3.42 0.39 1.88
C -2.16 0.74 1.51
C -1.03 -0.03 1.77
C 0.21 0.38 1.29
C 0.34 1.59 0.62
C -0.78 2.38 0.38
C -2.04 1.95 0.82
O -3.17 2.71 0.65
C -3.59 2.92 -0.68
H -2.79 3.31 -1.31
H -3.98 1.99 -1.12
H -4.40 3.65 -0.63
O -0.74 3.57 -0.28
C 0.45 3.93 -0.94
H 0.76 3.16 -1.64
H 0.22 4.85 -1.47
H 1.26 4.13 -0.22
H 1.32 1.92 0.30
C 1.39 -0.48 1.59
O 1.72 -0.72 2.74
N 2.04 -1.02 0.53
C 3.18 -1.88 0.78
H 3.06 -2.81 0.23
H 3.19 -2.08 1.85
C 4.52 -1.24 0.39
C 4.76 0.14 0.99
H 5.24 0.09 1.96
C 5.61 0.82 -0.08
H 5.54 1.91 -0.07
C 5.03 0.21 -1.36
H 5.76 0.15 -2.17
O 4.63 -1.10 -1.03
H 4.17 0.79 -1.71
H 6.66 0.53 0.03
H 3.81 0.66 1.11
H 5.31 -1.94 0.71
C 1.64 -0.82 -0.85
C 0.17 -1.03 -1.07
C -0.51 -2.08 -0.57
C -1.93 -2.19 -0.70
C -2.67 -3.24 -0.14
C -4.04 -3.26 -0.25
C -4.71 -2.24 -0.92
C -4.00 -1.20 -1.49
C -2.61 -1.16 -1.38
N -1.88 -0.14 -1.93
C -0.52 0.01 -1.84
O 0.03 0.96 -2.37
H -2.37 0.59 -2.43
H -4.52 -0.40 -2.01
H -5.78 -2.26 -1.00
H -4.61 -4.07 0.19
H -2.15 -4.02 0.38
H 0.01 -2.84 -0.01
H 1.89 0.19 -1.20
H 2.22 -1.52 -1.46
H -1.09 -0.96 2.31
H -3.04 -0.68 3.61
*
```